Molecular formula: C4H14O4PSi
Method: DFT, the ωB97M-V functional and the def2-TZVPD basis

Last column: Mulliken charge in e.
CARTESIAN COORDINATES (ANGSTROEM)
P (-0.961, -0.837, 1.004)  0.901
Si (0.532, 1.947, 0.291)  0.368
O (-2.615, -1.402, 1.318)  -0.473
O (-0.184, -0.992, 2.375)  -0.532
O (-2.600, -1.708, -2.071)  -0.403
O (-0.302, -1.911, -0.199)  -0.533
C (-1.127, 0.984, 0.452)  -0.611
C (2.908, -0.172, 1.376)  -0.600
C (3.159, 0.779, 0.244)  -0.320
C (1.876, 1.061, -0.792)  -0.187
H (-3.202, -1.032, -1.667)  0.409
H (2.415, 0.286, 2.342)  0.270
H (-2.901, -1.964, -2.980)  0.464
H (1.391, 0.074, -1.193)  -0.036
H (-1.792, 1.529, 1.275)  0.298
H (4.153, 1.367, 0.054)  0.299
H (-1.726, 1.123, -0.564)  0.246
H (-2.502, -2.501, -1.485)  0.470
H (-0.153, -1.460, -1.081)  0.360
H (0.242, 3.221, -0.398)  -0.168
H (2.237, 1.728, -1.710)  0.362
H (3.215, -1.303, 1.287)  0.244
H (-3.201, -1.141, 0.533)  0.230
H (1.138, 2.324, 1.590)  -0.059

Forces on atoms 1 to 6 (eV/Å):
P 1.5 -1.0 5.3
Si 1.2 0.1 -0.4
O 1.8 1.2 -3.1
O -3.0 0.6 -5.6
O -0.5 -0.1 -0.2
O -1.7 2.5 0.0

Calculated values
HOMO (eV): -9.530
Total charge: +1
Kohn-Sham gap (eV): 3.648
Energy (Eh): -1092.10466



Molecular formula: C4H14S3Si2
Method: DFT, the ωB97M-V functional and the def2-TZVPD basis

Last column: Mulliken charge in e.
CARTESIAN COORDINATES (ANGSTROEM)
S (3.564, -1.976, 0.130)  -0.411
S (-3.418, -1.577, -0.688)  -0.290
S (0.052, -1.958, -0.254)  -0.332
Si (-1.735, -0.737, 0.285)  0.389
Si (1.758, -0.567, 0.049)  0.557
C (1.972, 0.508, -1.647)  -1.128
C (1.856, 0.590, 1.429)  -1.196
C (-1.712, 1.844, -2.289)  -0.981
C (-1.938, -0.413, 2.152)  -1.033
H (-1.066, -0.746, 2.807)  0.271
H (2.108, 1.559, -1.464)  0.380
H (-1.001, 1.230, -2.614)  0.281
H (-2.363, 0.663, 2.488)  0.318
H (-2.761, -0.991, 2.526)  0.399
H (1.051, 1.208, 1.560)  0.466
H (1.170, 0.222, -2.286)  0.210
H (-1.617, 2.333, -1.392)  0.357
H (2.850, 0.376, -2.243)  0.440
H (1.848, -0.046, 2.345)  0.311
H (2.724, 1.138, 1.596)  0.428
H (-4.164, -1.550, 0.412)  0.098
H (-2.461, 2.174, -2.895)  0.351
H (3.281, -3.285, -0.007)  0.116

Forces on atoms 1 to 6 (eV/Å):
S -0.2 1.0 0.2
S 0.0 -0.3 -0.1
S -0.1 1.1 0.8
Si 1.4 0.7 0.0
Si 1.0 -1.0 -3.5
C 0.4 -1.1 1.8

Calculated values
HOMO (alpha / beta) (eV): -8.769 / -7.135
Total charge: 0
Energy above the lowest of the compared OMol25 structures with the same formula, charge and spin (kcal per mole): 64.0
Kohn-Sham gap (alpha / beta) (eV): 8.112 / 7.215
Energy (Eh): -1934.29580



Molecular formula: C4H15Cl4HfN2O2P
Method: DFT, the ωB97M-V functional and the def2-TZVPD basis

Last column: Mulliken charge in e.
CARTESIAN COORDINATES (ANGSTROEM)
Hf (0.000, 0.000, 0.000)  1.345
Cl (0.588, -1.989, 1.474)  -0.070
Cl (-0.178, -0.341, -2.516)  -0.036
Cl (0.811, -2.192, -1.006)  -0.102
Cl (0.178, 0.341, 2.516)  -0.065
P (-0.696, 2.697, -2.369)  0.589
O (-0.502, 1.697, -1.259)  0.110
O (-0.167, 2.397, -3.747)  -0.665
N (1.582, 4.102, -1.679)  -0.246
N (-3.201, 1.712, -2.994)  -0.233
C (-2.497, 2.960, -2.539)  -0.609
C (0.492, -1.966, -2.733)  -0.221
C (0.093, 4.254, -1.827)  -0.749
C (0.594, -1.279, 3.096)  -0.184
H (-2.965, 0.966, -2.319)  0.257
H (1.427, -1.952, -3.329)  0.393
H (-0.072, 5.047, -2.561)  0.443
H (-0.291, 4.564, -0.852)  0.432
H (2.090, 4.937, -1.382)  0.382
H (-0.268, -2.680, -3.111)  0.398
H (1.942, 3.753, -2.583)  0.397
H (-2.747, 1.410, -3.872)  0.391
H (-2.939, 3.241, -1.580)  0.436
H (-2.705, 3.731, -3.286)  0.450
H (-4.213, 1.787, -3.114)  0.385
H (-0.202, -1.707, 3.739)  0.400
H (1.603, -1.308, 3.557)  0.396
H (1.744, 3.319, -1.025)  0.241
H (-0.626, 1.690, 0.775)  -0.264

Forces on atoms 1 to 6 (eV/Å):
Hf -1.4 4.2 1.1
Cl 0.2 -2.3 1.4
Cl -0.3 0.0 -2.2
Cl 1.5 -2.9 -1.4
Cl -0.3 1.6 0.8
P 0.7 1.9 -5.0

Calculated values
HOMO (eV): -23.106
Total charge: +4
Kohn-Sham gap (eV): 6.454
Energy (Eh): -2649.79668



Molecular formula: C4H15F3MgO8S
Method: DFT, the ωB97M-V functional and the def2-TZVPD basis

Last column: Mulliken charge in e.
CARTESIAN COORDINATES (ANGSTROEM)
S (-2.397, 1.916, -0.217)  1.175
Mg (-0.179, -0.183, 1.201)  0.829
F (-0.692, 3.935, -0.231)  -0.247
F (-1.780, 3.724, -2.108)  -0.220
F (-0.164, 2.331, -1.622)  -0.228
O (1.383, 1.250, 0.663)  -0.456
O (-1.481, 1.206, 0.715)  -0.370
O (-0.121, 0.902, 3.045)  -0.385
O (1.333, -1.424, 2.023)  -0.394
O (-3.259, 2.856, 0.491)  -0.646
O (-3.035, 1.113, -1.259)  -0.634
O (-0.202, -1.098, -0.544)  -0.684
O (-1.556, -1.399, 2.037)  -0.263
C (0.455, -1.256, -1.752)  0.767
C (-1.192, 3.057, -1.129)  0.548
C (0.201, -2.657, -2.268)  -1.464
C (1.980, -0.979, -1.719)  -1.319
H (-2.514, -1.314, 2.122)  0.262
H (1.567, -1.152, 2.923)  0.257
H (-0.869, -2.762, -2.439)  0.329
H (-0.772, 1.256, 3.663)  0.268
H (2.301, -0.016, -1.309)  0.204
H (-1.328, -2.231, 2.468)  0.236
H (0.497, -3.429, -1.553)  0.300
H (0.063, -0.513, -2.467)  0.119
H (1.336, 2.013, 0.068)  0.190
H (0.769, -2.832, -3.191)  0.402
H (0.705, 1.351, 3.262)  0.251
H (2.468, -1.728, -1.081)  0.240
H (1.833, -2.232, 1.860)  0.255
H (2.397, -1.004, -2.729)  0.448
H (2.253, 1.300, 1.077)  0.233

Forces on atoms 1 to 6 (eV/Å):
S -1.3 0.3 -0.6
Mg -0.2 -0.2 -2.5
F 0.2 -0.1 -0.5
F 0.2 -0.1 0.0
F -0.1 0.4 0.0
O 0.6 0.3 0.6

Calculated values
HOMO (eV): -7.371
Total charge: 0
Energy above the lowest of the compared OMol25 structures with the same formula, charge and spin (kcal per mole): 0.0
Kohn-Sham gap (eV): 6.261
Energy (Eh): -1661.33444